# 1
Below is an isolated ion of composition C3H3N2O and charge +1 at a distorted geometry, with properties calculated with ωB97M-V/def2-TZVPD.

As for the strongest force on any atom: 0.0984 Eh/bohr. As for the total charge: +1. Its structure (SMILES) is CC#[N+]C1=NO1. The calculation puts the total energy at -300.3517 hartree. The HOMO-LUMO gap is 0.2958 hartree. The calculation puts the energy relative to the best compared isomer or geometry (same formula, charge and spin) at 136.6 kcal/mol.

Last column: Mulliken charge in e.
Positions of all 9 atoms, in Å:
C (-0.291, 0.251, 0.127)  -0.664
C (0.829, 0.884, -0.307)  0.513
N (1.816, 1.335, -0.785)  -0.051
C (2.323, 2.575, -0.796)  0.756
N (3.160, 3.457, -0.927)  -0.260
O (1.746, 3.539, -0.197)  -0.312
H (0.149, -0.408, 0.858)  0.311
H (-0.910, -0.456, -0.552)  0.391
H (-0.899, 1.111, 0.601)  0.316



# 2
Below is an isolated ion of composition C3H3N2O2 and charge -1 at a distorted geometry, with properties calculated with ωB97M-V/def2-TZVPD.

As for the strongest force on any atom: 0.0732 Eh/bohr. As for the total charge: -1. Its structure (SMILES) is CN=C=NC(=O)[O-]. The calculation puts the total energy at -376.1380 hartree. The HOMO-LUMO gap is 0.2974 hartree. The calculation puts the energy relative to the best compared isomer or geometry (same formula, charge and spin) at 18.3 kcal/mol.

Last column: Mulliken charge in e.
Positions of all 10 atoms, in Å:
C (2.044, 0.041, 0.055)  -0.684
N (0.852, -0.695, 0.137)  -0.425
C (-0.215, -0.290, 0.478)  0.406
N (-1.364, -0.223, 0.786)  -0.383
C (-2.456, 0.107, -0.285)  0.584
O (-2.467, 1.237, -0.650)  -0.621
O (-3.243, -0.793, -0.501)  -0.667
H (2.607, 0.016, 1.027)  0.212
H (2.560, -0.370, -0.735)  0.270
H (1.681, 0.970, -0.312)  0.309



# 3
Below is a 2-piece molecular cluster, C3H3N2O2S overall at a distorted geometry, with properties calculated with ωB97M-V/def2-TZVPD.

As for the strongest force on any atom: 0.0799 Eh/bohr. As for the total charge: -1. The calculation puts the total energy at -774.3077 hartree. The HOMO-LUMO gap is 0.2823 hartree. The calculation puts the energy relative to the best compared isomer or geometry (same formula, charge and spin) at 37.3 kcal/mol.

Last column: Mulliken charge in e.
Positions of all 11 atoms, in Å:
C (3.010, -0.039, 0.108)  0.153
C (-1.866, -0.587, 0.255)  0.522
C (0.071, 0.462, -0.973)  -0.391
N (3.691, -0.243, 0.982)  -0.381
N (-0.796, -0.421, -0.611)  0.009
O (-2.577, -1.551, 0.137)  -0.666
O (-1.987, 0.306, 1.143)  -0.647
S (-0.078, 1.920, -0.125)  -0.387
H (2.362, 0.147, -0.640)  0.268
H (-0.610, -1.337, -0.998)  0.206
H (-1.220, 1.342, 0.721)  0.314



# 4
Below is an isolated ion of composition C3H3N2O3 and charge -1 at a distorted geometry, with properties calculated with ωB97M-V/def2-TZVPD.

As for the strongest force on any atom: 0.0785 Eh/bohr. As for the total charge: -1. The calculation puts the total energy at -451.2484 hartree. The HOMO-LUMO gap (alpha / beta) is 0.2361 / 0.2541 hartree. The calculation puts the energy relative to the best compared isomer or geometry (same formula, charge and spin) at 116.9 kcal/mol.

Last column: Mulliken charge in e.
Positions of all 11 atoms, in Å:
C (0.142, -0.440, 0.466)  -0.453
C (0.779, 0.579, -0.302)  0.543
C (-1.539, -0.747, -1.137)  -0.034
N (-0.896, -1.108, -0.005)  0.144
N (0.440, 0.458, -1.609)  -0.398
O (1.559, 1.436, 0.215)  -0.820
O (-1.973, -1.461, -2.052)  -0.509
O (0.907, 1.354, -2.547)  -0.380
H (0.428, -0.360, 1.497)  0.357
H (-1.260, -1.879, 0.539)  0.260
H (0.965, 2.186, -2.110)  0.290